A molecular structure, C37H43AsIN3O5PdSTe, computed with ωB97M-V/def2-TZVPD.

The value obtained for the HOMO energy (spin up / spin down) is -10.08 / -10.51 eV. The value obtained for the energy relative to the best compared isomer or geometry (same formula, charge and spin) is 0.0 kcal/mol. The total charge is +1. Its spin multiplicity is 2.

Atoms and positions in Å:
I1 -7.47 -1.54 -3.49
Te1 0.75 0.48 -0.93
Pd1 -1.23 -0.45 1.61
As1 -1.21 3.34 1.69
S1 -0.31 1.64 2.59
O1 -1.87 1.17 -0.18
O2 1.88 -0.48 0.81
O3 -3.27 -2.13 0.70
O4 -0.50 -0.65 4.73
O5 -0.92 0.66 -2.13
N1 -2.74 -1.89 1.79
N2 -1.31 -1.15 3.75
N3 -0.06 -1.24 -0.07
C1 0.19 -2.14 -3.23
C2 1.44 1.60 -3.98
C3 0.95 -2.57 1.70
C4 2.62 -2.64 -3.42
C5 4.02 3.53 -1.11
C6 -2.04 -2.16 4.00
C7 2.34 2.26 -2.95
C8 0.19 -3.69 1.40
C9 -2.07 -2.86 5.32
C10 2.05 -0.81 -2.01
C11 -4.53 -0.90 -3.57
C12 -5.60 -0.27 -1.49
C13 1.82 -3.65 3.66
C14 1.77 -2.54 2.82
C15 3.40 -0.59 -1.74
C16 -0.81 3.94 -0.08
C17 2.97 2.75 -0.62
C18 5.39 4.53 -2.98
C19 -2.83 -2.63 2.85
C20 1.62 -1.84 -2.87
C21 -3.25 0.15 -1.81
C22 -1.98 0.69 -1.30
C23 -4.39 0.21 -1.02
C24 -3.65 -3.87 2.86
C25 0.91 -1.37 0.80
C26 2.17 2.11 -1.56
C27 4.25 3.68 -2.48
C28 1.05 -4.77 3.37
C29 -3.11 3.41 1.93
C30 2.80 2.60 0.88
C31 3.40 3.05 -3.38
C32 3.96 -2.43 -3.16
C33 0.25 -4.80 2.24
C34 -5.66 -0.82 -2.77
C35 -3.32 -0.41 -3.09
C36 4.35 -1.40 -2.32
C37 -0.52 4.78 2.74
H1 3.70 0.21 -1.07
H2 0.14 -2.59 -4.22
H3 -1.06 5.70 2.52
H4 -0.24 -2.85 -2.52
H5 -0.33 -5.69 2.00
H6 -0.60 4.53 3.79
H7 1.10 -5.64 4.03
H8 1.34 2.23 -4.86
H9 -4.46 -3.81 3.59
H10 -2.65 -3.78 5.27
H11 3.07 1.60 1.22
H12 2.33 -3.45 -4.09
H13 0.53 4.90 2.48
H14 -0.44 -1.27 -3.23
H15 -0.55 -1.23 5.50
H16 -3.38 4.42 2.25
H17 4.68 4.02 -0.40
H18 -0.43 -3.70 0.51
H19 4.71 -3.06 -3.62
H20 -2.50 -2.22 6.09
H21 -2.43 -0.45 -3.70
H22 6.11 4.74 -2.19
H23 -4.58 -1.33 -4.56
H24 -6.49 -0.22 -0.88
H25 -4.09 -4.02 1.87
H26 5.40 -1.22 -2.11
H27 0.16 3.55 -0.39
H28 2.35 -1.65 3.02
H29 1.76 2.75 1.18
H30 5.02 5.48 -3.36
H31 0.43 1.41 -3.60
H32 -3.61 3.16 1.01
H33 -0.78 5.02 -0.06
H34 -3.36 2.70 2.71
H35 3.42 3.32 1.41
H36 -1.57 3.58 -0.77
H37 -3.03 -4.73 3.10
H38 -4.32 0.61 -0.02
H39 3.56 3.17 -4.44
H40 -1.05 -3.14 5.63
H41 2.46 -3.63 4.53
H42 5.92 4.04 -3.80
H43 1.86 0.64 -4.30

Atomic partial charges in e from the Löwdin method, atoms 1 to 8: atom 1 (I): 0.92, atom 2 (Te): 2.05, atom 3 (Pd): 0.72, atom 4 (As): 0.76, atom 5 (S): 0.28, atom 6 (O): -0.15, atom 7 (O): -0.21, atom 8 (O): -0.06